(1)
The following is a quantum chemistry calculation of the molecule C7H10N2 at a distorted geometry, from the OMol25 dataset.

XYZ file:
```
19
Properties=species:S:1:pos:R:3
C 0.08607 2.76132 -1.68824
C 0.28296 1.46782 -0.03326
C 0.00467 0.66573 -1.14725
C 0.09604 0.22935 1.02524
C -0.02981 -0.63742 -0.34513
C -1.27659 0.50520 1.75834
C 1.12582 -1.57480 -0.56833
N 0.16619 2.79431 -0.35718
N -0.02011 1.52191 -2.20638
H 0.17709 3.53981 -2.31123
H 0.95408 0.13946 1.58590
H -0.98691 -1.19663 -0.48265
H -1.33220 1.13394 2.70654
H -1.68106 -0.46258 2.06449
H -1.88056 1.13157 1.08635
H 2.09032 -1.26106 -0.08359
H 1.39154 -1.57637 -1.57086
H 0.96306 -2.49582 -0.18019
H -0.25097 1.23813 -3.10757
```

Computed properties:
Electronic energy (eV): -10394.1065
Energy above the lowest of the compared OMol25 structures with the same formula, charge and spin (kJ/mol): 227.1
F_max (eV/A): 5.5
Net charge: 0
Multiplicity: 3
E_HOMO (spin up / spin down) (eV): -3.79 / -9.52
HOMO-LUMO gap (spin up / spin down) (eV): 4.72 / 8.18
<S²>: 2.01

Atomic partial charges in e from the Mulliken method, atoms 1 to 5:
1 C -0.471
2 C 0.045
3 C -0.147
4 C -0.074
5 C 0.542

(2)
The following is a quantum chemistry calculation of the molecule C7H10N2O at a distorted geometry, from the OMol25 dataset.

XYZ file:
```
20
Properties=species:S:1:pos:R:3
C -0.27991 -0.52025 0.39739
C -1.22886 0.53344 0.06127
C 0.42791 2.10393 -2.42190
C 0.72442 -1.40347 -0.22413
C 0.36496 -1.25334 1.21997
C -2.56398 0.58871 0.56047
C 0.87780 -1.50883 2.56185
N -0.82365 1.55076 -0.58796
N 1.55040 1.77639 -3.08082
O 0.43265 1.48761 -1.25459
H 0.50444 -2.39952 -0.64311
H 1.62689 -0.81540 -0.63571
H -2.93042 1.56182 0.23869
H -3.08479 -0.44021 0.38272
H -2.58194 0.52356 1.59641
H 0.30401 -1.08856 3.40393
H 0.92439 -2.58396 2.80421
H 1.90326 -1.08799 2.52756
H 1.47265 1.79057 -4.04725
H 2.37977 1.18471 -2.85901
```

Computed properties:
Electronic energy (eV): -12442.2822
Energy above the lowest of the compared OMol25 structures with the same formula, charge and spin (kJ/mol): 691.4
F_max (eV/A): 3.9
Net charge: 0
E_HOMO (eV): -8.57
HOMO-LUMO gap (eV): 9.45

Atomic partial charges in e from the Mulliken method, atoms 1 to 5:
1 C 0.354
2 C 0.783
3 C -0.371
4 C -0.594
5 C 0.142

(3)
The following is a quantum chemistry calculation of the molecule C7H10N2O at a distorted geometry, from the OMol25 dataset.

XYZ file:
```
20
Properties=species:S:1:pos:R:3
C 0.14747 -0.27432 0.03729
C -0.58474 -1.37726 0.50913
C 1.33006 -0.95187 -0.34155
C -1.21712 1.13341 -1.13458
C -0.27349 1.05668 -0.26605
C -1.93906 -1.31753 1.22787
C 0.64678 2.13341 0.24952
N 0.05087 -2.51266 0.56820
N 2.45758 -0.45206 -0.90841
O 1.30253 -2.20973 0.06889
H -1.59649 2.19126 -1.37570
H -1.69458 0.33170 -1.54500
H -2.89320 -0.99611 0.65961
H -2.16275 -2.33997 1.45567
H -1.76002 -0.66676 2.08122
H 1.53018 1.48339 0.39899
H 0.77789 3.10235 -0.31485
H 0.23205 2.51653 1.19356
H 2.47969 0.28953 -1.55462
H 3.16636 -1.13999 -1.00918
```

Computed properties:
Electronic energy (eV): -12441.7556
Energy above the lowest of the compared OMol25 structures with the same formula, charge and spin (kJ/mol): 169.6
F_max (eV/A): 10.2
Net charge: 0
Multiplicity: 3
E_HOMO (spin up / spin down) (eV): -4.16 / -8.68
HOMO-LUMO gap (spin up / spin down) (eV): 4.93 / 6.25
<S²>: 2.01

Atomic partial charges in e from the Mulliken method, atoms 1 to 5:
1 C 0.206
2 C 0.130
3 C 0.495
4 C -1.203
5 C 0.761

(4)
The following is a quantum chemistry calculation of the molecule C7H10N2O2 at a distorted geometry, from the OMol25 dataset.

XYZ file:
```
21
Properties=species:S:1:pos:R:3
C -1.30995 -1.57678 0.56081
C -1.08128 0.75621 -1.12853
C -0.26836 1.06610 0.11616
C -2.28854 -1.04890 -0.18223
C 0.48540 -0.27597 0.18632
C 0.53954 2.34072 0.00511
C 2.48148 -1.32732 -0.07571
N -1.95567 -0.13943 -1.19734
N 0.03836 -1.37854 0.63985
O -1.12028 1.21815 1.25825
O 1.77734 -0.15358 -0.17280
H -1.67643 -2.52770 1.01967
H -0.86065 1.31812 -2.08668
H -3.26842 -1.50892 -0.20328
H -1.55947 0.34443 1.53866
H -0.24878 3.13445 0.12828
H 0.94986 2.44224 -0.93569
H 1.31335 2.45021 0.84171
H 3.51229 -1.05926 -0.02227
H 2.26189 -2.10403 -1.02713
H 2.27832 -1.97018 0.73685
```

Computed properties:
Electronic energy (eV): -14493.8584
Energy above the lowest of the compared OMol25 structures with the same formula, charge and spin (kJ/mol): 308.6
F_max (eV/A): 4.8
Net charge: 0
E_HOMO (eV): -8.78
HOMO-LUMO gap (eV): 9.58

Atomic partial charges in e from the Mulliken method, atoms 1 to 5:
1 C -0.429
2 C -0.208
3 C 1.306
4 C -0.339
5 C 0.619

(5)
The following is a quantum chemistry calculation of the molecule C7H10N2O3 at a distorted geometry, from the OMol25 dataset.

XYZ file:
```
22
Properties=species:S:1:pos:R:3
C -1.79105 0.28738 1.41059
C -1.43998 0.83555 0.02863
C 0.02642 1.11940 -0.06589
C 0.97238 0.00771 -0.06873
C 2.33325 -0.20809 -0.05130
C 2.57603 -1.63446 -0.10585
C 1.34505 -2.20496 -0.07298
H -2.84529 0.08791 1.44327
H -1.50680 1.01713 2.18670
H -1.27307 -0.63909 1.62558
H -1.89516 1.78724 -0.21428
H -2.81433 0.39911 -1.33566
H -1.50825 -1.78531 -1.02814
H 1.82576 3.35994 -0.96195
H 3.06782 0.60540 -0.00452
H 3.59709 -2.02542 -0.15748
H 1.01844 -3.22136 0.04306
N -1.89240 0.00729 -1.12177
N 0.36429 2.35554 -0.31929
O -2.33156 -1.34786 -0.80671
O 1.76484 2.47771 -0.38692
O 0.40653 -1.28078 -0.03633
```

Computed properties:
Electronic energy (eV): -16539.4219
Energy above the lowest of the compared OMol25 structures with the same formula, charge and spin (kJ/mol): 485.4
F_max (eV/A): 3.9
Net charge: 0
E_HOMO (eV): -8.66
HOMO-LUMO gap (eV): 9.34

Atomic partial charges in e from the Mulliken method, atoms 1 to 5:
1 C -1.238
2 C 0.302
3 C 0.019
4 C 0.419
5 C -0.228

(6)
The following is a quantum chemistry calculation of the ion C7H10N2P with charge +1 at a distorted geometry, from the OMol25 dataset.

XYZ file:
```
20
Properties=species:S:1:pos:R:3
C -0.58233 -1.50657 0.18857
C -1.51102 -0.63094 0.58895
C 1.98315 1.78207 -0.29746
C 0.59241 2.02626 -0.04961
C 0.58914 -1.26964 -0.66089
C -1.50888 0.93728 0.53627
C 1.86844 -1.65605 0.07431
N 2.66171 0.78830 -0.02684
N -0.12661 1.29171 0.74006
P 3.18654 -0.57816 0.56649
H -0.87709 -2.51798 0.41074
H -2.25710 -0.93424 1.35469
H 2.38330 2.47034 -1.01726
H -0.04429 2.63885 -0.73859
H 0.54535 -2.08732 -1.43124
H 0.67761 -0.35631 -1.28189
H -1.69912 1.32184 -0.39565
H -2.20533 1.45696 1.28458
H 1.99990 -2.74144 0.12879
H 0.38436 0.79818 1.41102
```

Computed properties:
Electronic energy (eV): -19679.3432
Energy above the lowest of the compared OMol25 structures with the same formula, charge and spin (kJ/mol): 308.8
F_max (eV/A): 4.2
Net charge: +1
E_HOMO (spin up / spin down) (eV): -12.24 / -12.24
HOMO-LUMO gap (spin up / spin down) (eV): 6.18 / 6.17

Atomic partial charges in e from the Mulliken method, atoms 1 to 5:
1 C -0.197
2 C -0.553
3 C -0.126
4 C 0.005
5 C -0.286

(7)
The following is a quantum chemistry calculation of the molecule C7H10N2S at a distorted geometry, from the OMol25 dataset.

XYZ file:
```
20
Properties=species:S:1:pos:R:3
C 2.44156 -1.21913 0.65013
C 3.45012 -0.42977 0.41604
C 1.28675 0.54106 -0.45954
C -0.84716 1.04749 -1.18950
C -1.55997 0.15989 -0.22229
C -1.84626 0.70740 1.13884
C -2.16036 -0.94446 -0.57866
N 1.20694 -0.70369 0.24028
N 0.50961 1.33881 -1.00317
S 2.97689 1.13730 -0.25083
H 2.72733 -2.21886 1.13292
H 4.50535 -0.63833 0.71571
H -0.91003 0.72245 -2.24223
H -1.39309 2.01740 -1.08057
H -0.97150 1.30249 1.47535
H -2.14848 -0.05346 1.86626
H -2.70100 1.32725 0.96028
H -2.65691 -1.65265 -0.08030
H 0.28813 -1.23253 0.10594
H -2.19791 -1.20867 -1.59466
```

Computed properties:
Electronic energy (eV): -21230.3415
Energy above the lowest of the compared OMol25 structures with the same formula, charge and spin (kJ/mol): 7.3
F_max (eV/A): 11.1
Net charge: 0
Multiplicity: 3
E_HOMO (spin up / spin down) (eV): -3.89 / -9.78
HOMO-LUMO gap (spin up / spin down) (eV): 4.67 / 8.23
<S²>: 2.02

Atomic partial charges in e from the Mulliken method, atoms 1 to 5:
1 C -0.436
2 C -0.327
3 C 0.361
4 C -0.535
5 C 0.501

(8)
The following is a quantum chemistry calculation of the ion C7H10N3O2 with charge +1 at a distorted geometry, from the OMol25 dataset.

XYZ file:
```
22
Properties=species:S:1:pos:R:3
C 0.02964 2.90926 1.40556
C -1.10552 2.28656 1.02872
C 1.27091 2.13729 1.24816
C 1.24327 0.87475 0.71109
C -1.13621 1.04411 0.25785
C -0.34280 -1.92015 -0.64248
C 0.29052 -0.57589 -1.02427
N 0.12049 0.46619 0.07122
N -1.57640 -2.08094 -0.28509
N 0.46742 -2.94235 -0.74659
O -2.18527 0.56597 -0.23969
O 1.67324 -0.69266 -1.37936
H -0.13763 3.80171 1.88741
H -1.95554 2.79747 1.30453
H 2.11996 2.47519 1.78682
H 2.21819 0.34925 0.50882
H -0.34705 -0.16520 -1.93467
H -2.10327 -1.20503 -0.14081
H -2.00691 -3.01558 -0.06166
H 1.46817 -2.84218 -0.89989
H 0.20806 -3.90025 -0.49388
H 1.78676 -0.36753 -2.36180
```

Computed properties:
Electronic energy (eV): -15979.7769
Energy above the lowest of the compared OMol25 structures with the same formula, charge and spin (kJ/mol): 0.0
F_max (eV/A): 4.5
Net charge: +1
E_HOMO (eV): -12.11
HOMO-LUMO gap (eV): 8.75

Atomic partial charges in e from the Mulliken method, atoms 1 to 5:
1 C -0.248
2 C -0.688
3 C -0.712
4 C -0.077
5 C 0.726

(9)
The following is a quantum chemistry calculation of the ion C7H10N4 with charge +2 at a distorted geometry, from the OMol25 dataset.

XYZ file:
```
21
Properties=species:S:1:pos:R:3
C 0.22496 1.71549 -0.35587
C -1.42063 -1.81584 -0.48012
C -0.50190 0.65390 0.02051
C -1.95470 0.25142 0.08868
C 1.68624 -0.12179 0.13078
C 2.72129 -0.94412 0.21397
C 1.66286 1.33273 -0.40699
N -2.33157 -0.98676 -0.18039
N -0.16634 -1.71878 -0.01740
N -2.82826 1.18277 0.35801
N 0.27239 -0.46853 0.49589
H -0.24442 2.62363 -0.66960
H -1.72803 -2.76840 -1.02481
H 2.53935 -1.97408 0.41552
H 3.79244 -0.68815 0.00490
H 1.81362 1.26965 -1.50184
H 2.17583 1.93798 0.27344
H 0.43656 -2.43503 0.33493
H -2.68940 2.17304 0.34732
H -3.84330 1.07943 0.39849
H 0.38302 -0.29857 1.55458
```

Computed properties:
Electronic energy (eV): -13360.7569
Energy above the lowest of the compared OMol25 structures with the same formula, charge and spin (kJ/mol): 293.0
F_max (eV/A): 3.4
Net charge: +2
E_HOMO (eV): -18.67
HOMO-LUMO gap (eV): 9.44

Atomic partial charges in e from the Mulliken method, atoms 1 to 5:
1 C -0.871
2 C -0.007
3 C 0.462
4 C 0.488
5 C 0.296

(10)
The following is a quantum chemistry calculation of a cluster of 2 separate species, C7H10NO3P in total at a distorted geometry, from the OMol25 dataset.

XYZ file:
```
22
Properties=species:S:1:pos:R:3
C -1.49489 -2.45142 2.14567
C -0.61245 -1.78162 -0.64204
C 0.49441 -0.68051 1.95546
C -0.93754 -1.30863 1.51645
C 0.38615 0.23875 -3.01104
C -1.92839 1.35205 2.93821
C 0.76287 -1.21099 -2.46523
N -1.92298 -3.41990 2.61195
O -1.57599 -2.28417 -1.07767
O -0.67375 1.09506 0.21637
O 0.45546 -1.25971 -0.99848
P -0.89528 0.44813 1.53490
H 0.85451 -1.07463 2.86884
H 1.24418 -0.62643 1.20690
H -0.73512 0.31747 -2.75095
H 1.01274 0.87232 -2.38367
H 0.61851 0.05137 -4.12916
H -1.36296 2.17249 3.24935
H -2.83734 1.63824 2.33718
H -1.96897 0.81747 3.84504
H 1.84107 -1.45746 -2.63619
H 0.15931 -1.91845 -3.03222
```

Computed properties:
Electronic energy (eV): -24335.7200
F_max (eV/A): 3.9
Net charge: 0
Multiplicity: 3
E_HOMO (spin up / spin down) (eV): -6.14 / -10.34
HOMO-LUMO gap (spin up / spin down) (eV): 6.72 / 7.91
<S²>: 2.02

Atomic partial charges in e from the Mulliken method, atoms 1 to 5:
1 C 0.368
2 C 0.405
3 C -0.680
4 C 0.223
5 C -0.751

(11)
The following is a quantum chemistry calculation of the ion C7H10NOS with charge +1 at a distorted geometry, from the OMol25 dataset.

XYZ file:
```
20
Properties=species:S:1:pos:R:3
C -2.56259 0.44972 -0.74907
C -2.71013 -0.36628 0.33204
C -1.41397 1.18474 -0.95717
C -1.70419 -0.51777 1.20876
C 2.42366 -0.36342 -0.19223
C 2.05659 0.54094 0.93935
C -0.44790 1.07137 0.13285
N 1.19619 -0.93285 -0.77027
O -0.58027 0.16418 1.10869
S 1.00874 1.87786 0.15178
H -3.36749 0.36545 -1.52988
H -3.58041 -0.91517 0.52752
H -1.03407 1.74884 -1.79209
H -1.56260 -1.50998 1.80339
H 2.91754 0.31551 -0.90474
H 3.13787 -1.20046 -0.05533
H 1.42904 -0.12022 1.64059
H 2.91784 1.02654 1.46263
H 1.00389 -0.94376 -1.78891
H 0.87228 -1.87524 -0.56792
```

Computed properties:
Electronic energy (eV): -21785.0855
Energy above the lowest of the compared OMol25 structures with the same formula, charge and spin (kJ/mol): 132.6
F_max (eV/A): 3.6
Net charge: +1
E_HOMO (eV): -13.01
HOMO-LUMO gap (eV): 8.15

Atomic partial charges in e from the Mulliken method, atoms 1 to 5:
1 C -0.040
2 C -0.534
3 C -0.630
4 C -0.177
5 C -0.626

(12)
The following is a quantum chemistry calculation of the molecule C7H10NP at a distorted geometry, from the OMol25 dataset.

XYZ file:
```
19
Properties=species:S:1:pos:R:3
C 1.12347 -1.17963 -0.65712
C 0.44754 -0.54695 -1.61550
C -0.40807 -0.82082 1.46437
C -1.19376 0.28131 0.78518
C 1.11610 0.85990 0.76963
C 1.04139 -0.69397 0.77999
C -0.14435 1.01494 0.12285
N -1.63957 1.28486 -2.07471
P -0.12484 1.29995 -1.64750
H 1.40806 -2.12033 -0.82358
H 0.33533 -1.08765 -2.53044
H -0.35983 -0.69272 2.49366
H -0.78500 -1.91135 1.26912
H -1.99270 -0.00273 0.06696
H -1.82865 0.91804 1.36728
H 1.13579 1.27690 1.80600
H 1.83719 1.26846 0.05185
H 1.85383 -1.10377 1.24505
H -1.82191 1.95555 -2.87309
```

Computed properties:
Electronic energy (eV): -18195.0989
Energy above the lowest of the compared OMol25 structures with the same formula, charge and spin (kJ/mol): 338.1
F_max (eV/A): 4.9
Net charge: 0
E_HOMO (spin up / spin down) (eV): -7.57 / -7.56
HOMO-LUMO gap (spin up / spin down) (eV): 6.55 / 6.54

Atomic partial charges in e from the Mulliken method, atoms 1 to 5:
1 C -0.587
2 C -0.411
3 C -0.705
4 C -0.785
5 C -0.706